No. 1
{
  "formula": "C19H23CoN9O9P2",
  "method": "the ωB97M-V functional and the def2-TZVPD basis",
  "gap_ev": [7.591, 7.606],
  "s_squared": 0.7562,
  "total_energy_ev": -108121.646,
  "relative_energy_ev": 2.429,
  "spin_multiplicity": 2,
  "max_force_ev_per_a": 1.6,
  "species": ["Co", "N", "C", "N", "C", "N", "N", "C", "C", "C", "C", "C", "C", "N", "C", "C", "C", "C", "C", "C", "H", "H", "H", "H", "H", "H", "H", "H", "H", "H", "H", "N", "C", "C", "P", "O", "O", "O", "P", "O", "O", "O", "H", "H", "H", "H", "H", "H", "H", "H", "N", "C", "C", "C", "N", "H", "H", "H", "H", "O", "N", "O", "O"],
  "positions_angstrom": [[-0.093207, 0.023212, 0.402819], [-0.045392, -4.395608, -1.414429], [-0.486864, -3.340146, -0.705068], [0.277596, -2.440839, -0.175142], [1.610892, -2.452734, -0.488170], [2.409989, -1.566680, 0.029368], [1.759993, -0.575971, 0.705790], [2.397099, 0.033612, 1.614364], [1.640968, 1.036182, 2.366048], [2.217680, 2.017349, 3.151768], [1.395414, 2.934047, 3.785035], [0.026358, 2.828718, 3.622336], [-0.471571, 1.807974, 2.829237], [0.316394, 0.925077, 2.221484], [2.150522, -3.481842, -1.363513], [3.488267, -3.513669, -1.765847], [3.932020, -4.504107, -2.612970], [3.044512, -5.483378, -3.068431], [1.723477, -5.470059, -2.679760], [1.274153, -4.458172, -1.832069], [-0.725461, -4.970223, -1.882465], [-1.541974, -3.338040, -0.468187], [3.427782, -0.223565, 1.829172], [3.296825, 2.071340, 3.224706], [1.817837, 3.722413, 4.395646], [-0.654436, 3.515597, 4.107668], [-1.536886, 1.686824, 2.678068], [4.149059, -2.738057, -1.398982], [4.965840, -4.515886, -2.934550], [3.390750, -6.252350, -3.749385], [1.029041, -6.225790, -3.030732], [-1.217118, 4.968577, 0.085068], [-1.018172, 3.758037, -0.834586], [-1.349283, 4.172908, -2.269396], [0.781477, 3.216115, -0.765956], [1.188471, 4.137940, 0.571594], [1.492826, 3.759255, -1.939399], [0.894946, 1.788390, -0.369841], [-2.269837, 2.517537, -0.142175], [-3.335363, 2.317903, -1.328447], [-2.913781, 3.332882, 0.949398], [-1.724350, 1.174483, 0.189203], [-1.434270, 5.803900, -0.445990], [-0.369529, 5.114903, 0.638137], [-2.032844, 4.647363, 0.703135], [-0.670079, 4.967268, -2.584208], [-2.387826, 4.498222, -2.351016], [-1.189054, 3.339084, -2.951383], [2.158073, 4.175241, 0.591075], [-3.068846, 1.576444, -1.899166], [-1.899007, -1.828559, 2.658146], [-3.049561, -2.525330, 2.783285], [-3.754612, -2.318956, 1.622940], [-2.932970, -1.467682, 0.850712], [-1.809754, -1.184711, 1.489462], [-1.145984, -1.756328, 3.317061], [-3.280350, -3.098641, 3.668963], [-4.720744, -2.720722, 1.358661], [-3.107400, -1.047067, -0.130642], [-1.332973, -1.941140, -2.605402], [-0.515545, -0.983369, -2.738957], [0.174116, -0.871098, -3.749622], [-0.347337, -0.178077, -1.764464]],
  "forces_ev_per_a": [[-0.2591, 1.5207, -0.3010], [-0.1451, 0.1742, -0.2592], [0.1495, -0.2096, 0.4494], [-0.1003, -0.3708, -0.2330], [-0.0774, 0.3270, 0.3760], [0.4359, 0.1315, -0.2351], [-0.8621, -1.2119, -0.2848], [0.3190, 0.3294, 0.3236], [0.1922, -0.1114, 0.0640], [0.2487, 0.0051, 0.0165], [0.0644, 0.0165, 0.0420], [-0.0229, -0.0334, 0.1329], [-0.2389, -0.1667, 0.0907], [-0.2333, 0.3324, -0.3134], [0.0513, -0.0796, -0.0822], [0.0229, 0.0379, 0.0258], [0.0616, 0.0332, -0.0007], [0.0129, -0.0086, -0.0712], [-0.0886, -0.0306, -0.0205], [0.1954, -0.0312, 0.0629], [-0.0542, -0.0413, 0.0001], [-0.0521, 0.0867, -0.0896], [0.0799, 0.1292, -0.0126], [-0.0394, 0.0090, 0.0661], [0.0103, -0.0219, -0.0291], [0.0052, -0.0297, -0.0572], [0.0245, 0.0225, -0.1271], [-0.0330, -0.0541, -0.0513], [-0.0507, -0.0276, 0.0085], [-0.0058, 0.0290, 0.0721], [0.0451, 0.0431, -0.0076], [-0.1320, -0.3597, -0.1004], [0.0098, -0.1903, 0.1272], [0.0421, 0.1092, 0.1167], [0.1510, 0.2258, -0.0379], [0.3686, -0.2780, -0.0595], [-0.0551, 0.0617, 0.0955], [0.0451, -0.0806, 0.1622], [-0.3343, 0.4748, 0.1574], [0.1748, -0.1899, -0.2163], [0.0555, -0.1862, -0.1431], [0.3065, -0.4911, 0.1365], [-0.0404, 0.0722, -0.0800], [0.0965, 0.0305, -0.0426], [0.0785, 0.0658, -0.1394], [0.0053, -0.0511, -0.0093], [-0.0056, -0.0366, -0.0159], [-0.0148, -0.0195, 0.0481], [-0.3001, 0.1580, 0.0444], [-0.1089, 0.1809, 0.2079], [0.0395, -0.1121, 0.0528], [-0.0134, -0.0195, 0.0117], [0.0001, 0.0335, -0.1688], [-0.1228, -0.0292, -0.0102], [-0.1448, -0.1588, -0.0756], [0.0719, 0.0024, 0.0226], [0.0682, 0.0893, -0.0830], [0.1047, 0.0674, 0.0668], [0.0665, -0.0742, 0.1214], [0.1907, 0.7733, -0.1696], [0.4891, -1.0355, 0.4772], [-0.5731, 0.1566, 0.4056], [-0.1751, 0.0122, -0.4572]]
}

No. 2
{
  "formula": "C19H23F6N4NiSb",
  "method": "the ωB97M-V functional and the def2-TZVPD basis",
  "gap_ev": [9.269, 6.543],
  "s_squared": 3.7881,
  "total_energy_ev": -89919.671,
  "charge": 1,
  "relative_energy_ev": 0.586,
  "spin_multiplicity": 4,
  "max_force_ev_per_a": 0.3,
  "species": ["Ni", "C", "C", "N", "C", "C", "C", "C", "C", "C", "C", "N", "C", "C", "N", "N", "H", "H", "H", "H", "H", "H", "H", "H", "H", "H", "H", "H", "H", "H", "H", "H", "H", "H", "C", "C", "C", "C", "C", "C", "C", "C", "H", "H", "H", "H", "H", "F", "Sb", "F", "F", "F", "F", "F"],
  "positions_angstrom": [[0.082507, 0.661268, 0.749251], [-2.354088, 0.324136, -0.620872], [-2.830890, 0.668817, 0.789612], [-1.771747, 1.358781, 1.560605], [-1.762762, 1.036523, 2.999605], [-0.950373, -0.210463, 3.278616], [-0.987586, -0.904407, 4.472082], [-0.101064, -1.962704, 4.640646], [0.784696, -2.300926, 3.631246], [0.753547, -1.566600, 2.455795], [1.697620, -1.808571, 1.293849], [1.480881, -0.871971, 0.166554], [0.962370, -1.496275, -1.078459], [-0.297350, -0.802376, -1.616181], [-1.148600, -0.491050, -0.468628], [-0.111042, -0.570932, 2.309648], [-3.150663, -0.183695, -1.173404], [-2.082946, 1.227614, -1.171199], [-3.750653, 1.256082, 0.756875], [-3.064462, -0.261026, 1.315423], [-1.853697, 2.361730, 1.447352], [-1.290638, 1.867643, 3.526537], [-2.775922, 0.924904, 3.396530], [-1.669798, -0.617101, 5.259473], [-0.091994, -2.512436, 5.571828], [1.499928, -3.100962, 3.760879], [2.720975, -1.719955, 1.660302], [1.569095, -2.838225, 0.951913], [2.341598, -0.363962, -0.008322], [1.728821, -1.508691, -1.854010], [0.719173, -2.538694, -0.862134], [-0.045420, 0.137689, -2.105194], [-0.786924, -1.450994, -2.349625], [-1.376468, -1.345317, 0.032784], [0.624152, 2.093281, -0.564468], [1.206859, 3.039493, -1.124490], [1.887628, 4.079605, -1.731389], [2.097502, 4.081448, -3.137251], [2.780898, 5.114855, -3.721548], [3.268707, 6.159372, -2.927142], [3.072143, 6.176475, -1.545975], [2.387705, 5.150304, -0.941811], [1.709947, 3.259618, -3.722783], [2.948286, 5.127070, -4.789094], [3.810362, 6.970370, -3.395906], [3.462243, 6.992680, -0.954866], [2.237999, 5.119062, 0.126496], [1.158580, 1.871538, 2.168791], [3.092095, 1.964049, 2.462828], [2.931262, 0.187897, 3.103013], [2.714273, 2.665441, 4.155467], [3.270888, 1.209503, 0.713317], [3.040881, 3.672042, 1.665278], [4.938702, 1.998549, 2.718462]],
  "forces_ev_per_a": [[0.1789, 0.1700, -0.1654], [-0.0213, -0.0160, -0.0011], [-0.0199, -0.0198, -0.0293], [-0.0035, 0.0635, -0.0234], [-0.0635, -0.0029, 0.0283], [-0.0319, -0.0484, 0.0928], [0.0215, -0.0174, -0.0485], [0.0058, 0.0140, -0.0147], [-0.0270, 0.0029, -0.0235], [0.0335, -0.0415, -0.0209], [-0.0228, -0.0515, -0.0343], [-0.0140, -0.0996, -0.0496], [-0.0405, -0.0079, 0.0170], [0.0135, -0.0200, -0.0124], [-0.0029, -0.0138, 0.0574], [0.0577, 0.0215, 0.0834], [0.0133, 0.0051, 0.0100], [-0.0034, -0.0008, 0.0046], [0.0102, 0.0000, -0.0079], [-0.0094, -0.0025, -0.0044], [-0.0255, -0.0044, 0.0023], [0.0178, -0.0105, -0.0106], [0.0101, 0.0252, 0.0047], [-0.0179, 0.0101, 0.0138], [-0.0036, -0.0138, 0.0098], [0.0065, -0.0165, -0.0034], [-0.0629, 0.0717, 0.0117], [0.0543, -0.0113, 0.0003], [-0.0152, -0.0468, 0.0122], [-0.0013, 0.0012, 0.0096], [-0.0083, 0.0057, -0.0018], [-0.0039, -0.0005, -0.0058], [0.0058, 0.0108, 0.0123], [-0.0444, -0.0121, -0.0375], [-0.0976, -0.1858, 0.1931], [0.0782, 0.1698, -0.2116], [-0.0340, -0.0191, 0.0342], [0.0029, 0.0013, -0.0318], [-0.0109, -0.0378, -0.0049], [-0.0009, 0.0185, 0.0003], [-0.0231, -0.0130, 0.0201], [0.0377, 0.0375, 0.0039], [0.0018, -0.0055, -0.0110], [-0.0016, -0.0033, -0.0082], [0.0075, 0.0052, -0.0043], [0.0045, -0.0020, 0.0096], [-0.0020, -0.0073, 0.0397], [0.0182, 0.0232, 0.0389], [-0.0392, 0.0102, 0.1022], [0.0357, 0.0619, 0.0116], [-0.0016, -0.0185, -0.0603], [0.0618, 0.0708, 0.0356], [0.0218, -0.0432, 0.0326], [-0.0453, -0.0069, -0.0651]]
}